(1)
The following is a quantum chemistry calculation of C13H10IN6OPtSSe as an isolated structure in a non-equilibrium geometry, from OMol25.

Its multiplicity is 2. For the energy relative to the best compared isomer or geometry (same formula, charge and spin), the calculation gives 0.00 kcal per mole. The total charge is +2. As for the expectation value of S²: 0.7734.

Geometry as XYZ:
```
34
Properties=species:S:1:pos:R:3:mulliken_spin:R:1
Pt -0.10 0.48 0.32 0.282
O -0.70 -0.41 1.97 0.144
N -0.01 -0.16 3.07 0.090
C -0.56 -0.59 4.24 -0.057
C 0.10 -0.37 5.41 0.082
C 1.34 0.30 5.39 -0.047
C 1.87 0.72 4.20 0.050
C 1.18 0.48 3.00 -0.026
S 1.78 0.91 1.48 0.452
H -1.52 -1.08 4.14 0.001
H -0.34 -0.70 6.33 0.002
H 1.86 0.50 6.31 -0.001
H 2.82 1.24 4.16 0.000
Se 0.82 3.77 -0.94 -0.004
N 1.19 3.82 -2.64 0.002
C 1.02 2.63 -3.17 -0.001
C 1.24 2.26 -4.53 0.000
C 1.05 0.97 -4.86 0.001
C 0.65 0.02 -3.86 0.002
N 0.43 0.29 -2.61 0.008
C 0.57 1.60 -2.26 0.004
N 0.37 2.02 -1.01 0.006
H 1.57 3.00 -5.25 0.000
H 1.20 0.62 -5.87 0.000
H 0.52 -1.02 -4.15 0.000
I -5.35 0.57 -2.96 0.001
C -3.73 -0.04 -1.86 0.001
C -3.37 -1.33 -1.53 0.006
N -2.24 -1.26 -0.80 -0.001
N -1.86 0.02 -0.63 0.006
C -2.75 0.77 -1.28 -0.002
H -3.84 -2.27 -1.75 0.000
H -1.73 -2.02 -0.37 0.000
H -2.66 1.84 -1.29 0.000
```

(2)
The following is a quantum chemistry calculation of a 6-piece molecular cluster, C46H65BrN5O3PS overall in a non-equilibrium geometry, from OMol25.

The structure (SMILES) is C=CC[C@@]1(P(C)O)[C@H](CCCBr)[C@@H](COCCC)O[C@@]1(CCC)CCCS.c1ccncc1.c1ccncc1.c1ccncc1.c1ccncc1.c1ccncc1. For the total energy, the calculation gives -5604.37894 a.u.

Geometry as XYZ:
```
122
Properties=species:S:1:pos:R:3:mulliken_charge:R:1
C -0.98 2.89 1.56 -1.122
C 0.14 2.02 1.11 0.047
C 0.21 1.29 -0.40 -0.411
C -0.09 -0.31 -0.36 1.628
P -0.38 -0.63 1.51 0.433
C -1.21 -2.33 1.83 -0.811
O 1.17 -0.75 2.37 -0.604
C -1.60 -0.36 -1.08 -1.594
C -2.91 0.10 -0.20 -0.195
C -4.13 0.41 -1.29 0.003
C -4.65 1.97 -1.26 -0.474
Br -4.62 2.71 -3.15 -0.217
C -1.51 -1.89 -1.68 0.506
C -2.70 -2.36 -2.77 -0.824
O -3.88 -2.73 -1.95 0.042
C -4.57 -3.91 -2.50 -0.506
C -6.19 -3.52 -2.55 -0.361
C -6.71 -3.49 -0.97 -0.709
O -0.10 -1.89 -2.19 -0.450
C 0.90 -1.35 -1.21 0.538
C 1.40 -2.73 -0.49 -0.114
C 2.64 -3.50 -1.22 -0.123
C 2.28 -4.21 -2.66 -0.933
C 1.98 -0.66 -2.28 -1.011
C 3.34 -0.09 -1.57 -0.296
C 4.74 -0.44 -2.34 -0.609
S 4.63 -0.45 -4.21 -0.285
H -1.66 3.39 0.76 0.232
H -1.27 3.09 2.70 0.172
H 1.05 1.86 1.84 0.402
H -0.60 1.89 -1.04 0.328
H 1.25 1.60 -0.84 -0.186
H -1.07 -2.55 3.00 0.392
H -2.36 -2.32 1.63 0.216
H -0.70 -3.23 1.28 0.148
H 1.93 -0.74 1.71 0.346
H -1.64 0.27 -2.08 0.440
H -3.34 -0.71 0.52 0.123
H -2.77 1.09 0.42 0.129
H -3.79 0.21 -2.41 0.119
H -5.03 -0.33 -1.10 -0.141
H -5.79 1.98 -0.93 0.356
H -4.02 2.62 -0.51 0.332
H -1.58 -2.80 -0.91 -0.235
H -2.26 -3.28 -3.35 0.449
H -2.92 -1.48 -3.53 0.098
H -4.46 -4.78 -1.70 0.208
H -4.21 -4.24 -3.57 0.316
H -6.81 -4.26 -3.23 0.324
H -6.26 -2.39 -2.92 0.206
H -6.06 -2.65 -0.45 0.086
H -7.86 -3.24 -0.89 0.249
H -6.44 -4.52 -0.47 0.281
H 0.47 -3.49 -0.54 -0.058
H 1.67 -2.64 0.65 0.242
H 3.64 -2.85 -1.31 -0.151
H 2.95 -4.40 -0.49 0.388
H 2.02 -5.35 -2.44 0.185
H 3.27 -4.16 -3.31 0.190
H 1.45 -3.67 -3.29 0.273
H 2.15 -1.46 -3.12 0.357
H 1.39 0.23 -2.80 0.345
H 3.28 1.10 -1.50 0.423
H 3.42 -0.49 -0.46 -0.007
H 5.50 0.43 -2.06 0.340
H 5.22 -1.42 -1.88 0.343
H 5.04 -1.76 -4.61 0.136
C 4.13 6.19 1.80 -0.024
C 4.93 5.07 2.04 -0.508
C 4.31 3.84 2.20 -0.570
N 2.97 3.66 2.14 -0.156
C 2.22 4.76 1.91 0.058
C 2.75 6.03 1.74 -0.725
H 4.58 7.17 1.67 0.386
H 6.01 5.16 2.10 0.390
H 4.89 2.94 2.38 0.534
H 1.15 4.59 1.87 0.245
H 2.10 6.88 1.55 0.403
C 4.28 1.41 5.82 -0.264
C 4.99 0.49 6.58 -0.418
C 5.99 0.97 7.41 -0.181
N 6.32 2.27 7.51 -0.564
C 5.62 3.14 6.76 -0.250
C 4.59 2.76 5.90 -0.352
H 3.48 1.07 5.16 0.567
H 4.77 -0.57 6.54 0.354
H 6.58 0.29 8.03 0.344
H 5.90 4.18 6.86 0.366
H 4.05 3.50 5.32 0.388
C 4.32 10.82 -2.16 -0.156
C 5.47 10.11 -1.84 -0.468
C 5.33 8.88 -1.23 -0.143
N 4.14 8.32 -0.93 -0.390
C 3.04 9.03 -1.26 -0.109
C 3.08 10.28 -1.87 -0.492
H 4.39 11.80 -2.64 0.355
H 6.46 10.51 -2.06 0.345
H 6.20 8.28 -0.96 0.362
H 2.09 8.57 -1.01 0.363
H 2.16 10.81 -2.11 0.347
C -11.83 -0.75 1.22 -0.143
C -11.60 0.13 0.17 -0.425
C -10.33 0.18 -0.38 -0.186
N -9.29 -0.57 0.06 -0.345
C -9.55 -1.41 1.08 -0.116
C -10.79 -1.54 1.69 -0.541
H -12.82 -0.82 1.67 0.356
H -12.39 0.76 -0.22 0.348
H -10.10 0.85 -1.20 0.347
H -8.70 -2.01 1.42 0.372
H -10.93 -2.24 2.51 0.346
C 3.43 -9.71 -1.01 -0.111
C 4.46 -8.77 -0.91 -0.702
C 4.12 -7.44 -0.79 -0.043
N 2.84 -6.98 -0.77 -0.194
C 1.87 -7.91 -0.88 -0.084
C 2.11 -9.27 -1.00 -0.668
H 3.66 -10.77 -1.10 0.357
H 5.50 -9.08 -0.92 0.353
H 4.88 -6.67 -0.70 0.373
H 0.86 -7.52 -0.87 0.369
H 1.29 -9.97 -1.08 0.353
```

(3)
The following is a quantum chemistry calculation of C3H4BiO2 as an isolated structure in a non-equilibrium geometry, from OMol25.

For the energy relative to the best compared isomer or geometry (same formula, charge and spin), the calculation gives 0.00 kcal per mole. The total charge is +1.

Geometry as XYZ:
```
10
Properties=species:S:1:pos:R:3:mulliken_charge:R:1
C -1.43 1.60 -0.13 -0.485
O 0.00 -1.42 -0.81 -0.470
C 0.93 -0.79 0.00 -0.076
C 0.55 0.28 0.71 -0.013
O -0.76 0.54 0.90 -0.397
Bi -2.07 -0.40 -0.61 0.986
H 0.38 -2.15 -1.30 0.365
H 1.96 -1.15 -0.07 0.379
H 1.31 0.95 1.13 0.368
H -0.89 2.54 0.17 0.342
```

(4)
The following is a quantum chemistry calculation of C39H42Cl2F5N2STi as an isolated structure, from OMol25.

Its multiplicity is 3. For the energy relative to the best compared isomer or geometry (same formula, charge and spin), the calculation gives 14.96 kcal per mole. The total charge is -1. As for the expectation value of S²: 2.0062.

Geometry as XYZ:
```
92
Properties=species:S:1:pos:R:3:mulliken_spin:R:1
Ti -0.48 -0.86 0.07 1.837
C 2.85 -1.58 2.87 0.011
C 2.72 -2.92 2.13 0.024
C 1.38 -3.59 2.47 -0.015
C 2.97 -2.93 0.63 -0.066
C 3.73 -3.99 0.14 -0.003
C 3.98 -4.16 -1.21 0.004
C 3.49 -3.23 -2.11 0.000
C 2.75 -2.14 -1.69 -0.025
C 2.27 -1.09 -2.68 0.018
C 3.05 -1.10 -3.99 0.001
C 0.77 -1.19 -3.00 -0.173
C 2.47 -2.02 -0.32 0.024
N 1.70 -0.88 0.09 -0.034
C 2.39 0.14 0.46 0.032
C 1.93 1.45 0.82 0.079
C 2.90 2.21 1.50 0.002
C 2.72 3.53 1.84 -0.001
C 1.53 4.13 1.41 0.007
C 0.58 3.43 0.72 0.008
C 0.68 2.03 0.43 0.055
N -0.30 1.34 -0.20 -0.072
C -1.31 2.17 -0.79 0.086
C -1.10 2.63 -2.11 -0.077
C -2.02 3.48 -2.70 0.006
C -3.14 3.91 -2.00 0.003
C -3.34 3.47 -0.71 0.007
C -2.45 2.60 -0.08 -0.053
C -2.74 2.20 1.36 0.027
C -4.23 1.94 1.59 0.001
C -2.30 3.26 2.37 -0.001
C 0.16 2.27 -2.88 0.012
C 1.23 3.36 -2.73 -0.001
C -0.11 2.04 -4.37 0.000
H 2.91 -1.78 3.94 0.000
H 1.99 -0.93 2.72 0.000
H 3.76 -1.05 2.58 0.000
H 3.51 -3.56 2.54 -0.002
H 0.55 -3.08 1.99 0.016
H 1.21 -3.56 3.55 -0.001
H 1.38 -4.63 2.14 0.001
H 4.11 -4.72 0.85 0.000
H 4.56 -5.01 -1.55 0.000
H 3.71 -3.36 -3.16 0.000
H 2.45 -0.11 -2.22 -0.009
H 2.84 -2.00 -4.57 0.000
H 4.13 -1.04 -3.82 0.000
H 2.75 -0.24 -4.60 0.000
H 0.49 -2.20 -3.28 -0.003
H 0.53 -0.52 -3.83 0.000
H 0.14 -0.87 -2.17 0.149
H 3.48 0.03 0.49 0.004
H 3.83 1.72 1.76 0.000
H 3.47 4.08 2.39 0.000
H 1.35 5.18 1.61 0.001
H -0.30 3.96 0.37 0.000
H -1.86 3.83 -3.71 0.000
H -3.85 4.59 -2.47 0.000
H -4.21 3.82 -0.16 0.000
H -2.17 1.30 1.58 -0.030
H -4.80 2.87 1.61 0.000
H -4.38 1.45 2.56 0.000
H -4.66 1.30 0.81 0.000
H -2.77 4.22 2.16 0.000
H -1.22 3.40 2.38 0.001
H -2.60 2.95 3.37 0.000
H 0.56 1.36 -2.45 0.014
H 0.86 4.31 -3.11 0.000
H 2.13 3.09 -3.29 0.000
H 1.51 3.50 -1.68 0.000
H -0.33 2.97 -4.89 0.000
H -0.94 1.36 -4.52 0.000
H 0.78 1.62 -4.85 0.000
Cl -3.12 -0.98 0.23 0.019
C -3.46 -1.20 1.93 -0.009
C -4.77 -1.53 2.23 0.002
C -5.16 -1.66 3.55 0.001
C -4.23 -1.44 4.55 0.000
C -2.93 -1.12 4.22 0.000
Cl -1.82 -0.86 5.53 0.000
C -2.46 -1.00 2.89 0.016
S -0.80 -0.63 2.55 -0.014
H -5.47 -1.68 1.42 0.001
H -6.18 -1.92 3.79 0.000
H -4.50 -1.52 5.59 0.000
F -1.72 -3.65 0.42 0.012
C -0.97 -3.15 -0.65 0.080
F -1.92 -2.98 -1.69 0.013
C -0.22 -4.40 -1.12 0.014
F -1.04 -5.45 -1.35 0.000
F 0.68 -4.81 -0.21 0.001
F 0.45 -4.19 -2.27 0.000
```

(5)
The following is a quantum chemistry calculation of C21H19N10O10Ru as an isolated structure, from OMol25.

Its multiplicity is 6. For the energy relative to the best compared isomer or geometry (same formula, charge and spin), the calculation gives 13.02 kcal per mole. As for the expectation value of S²: 8.7595.

Geometry as XYZ:
```
61
Properties=species:S:1:pos:R:3:mulliken_spin:R:1
Ru 0.60 0.43 0.31 4.022
C -0.34 2.00 -6.32 0.000
O -0.47 0.59 -6.28 0.000
C -0.25 -0.02 -5.09 -0.007
C -0.49 -1.41 -5.07 0.020
C -0.33 -2.09 -3.89 -0.005
C 0.04 -1.45 -2.70 -0.009
C -0.02 -2.16 -1.42 0.022
C 0.22 -3.64 -1.36 0.012
O -0.30 -1.57 -0.36 0.063
C 0.37 -0.06 -2.75 0.007
O 0.87 0.60 -1.74 0.193
C 0.20 0.64 -3.97 0.036
H -0.65 2.29 -7.32 0.000
H 0.69 2.31 -6.16 0.000
H -0.99 2.47 -5.58 0.000
H -0.82 -1.90 -5.97 0.002
H -0.55 -3.15 -3.87 0.000
H -0.37 -4.19 -2.09 0.001
H 0.00 -4.00 -0.36 -0.001
H 1.27 -3.82 -1.59 0.001
H 0.46 1.69 -3.97 0.000
O -1.00 2.98 2.23 0.039
C -0.03 2.26 2.35 -0.022
O 0.92 2.14 1.44 0.198
C 0.18 1.40 3.58 -0.002
C 0.13 1.97 4.82 -0.003
C 0.25 1.16 5.96 0.011
C 0.33 -0.21 5.85 -0.003
C 0.36 -0.79 4.60 0.020
C 0.33 -0.02 3.40 0.028
O 0.38 -0.55 2.23 0.142
N 0.38 -2.25 4.57 -0.001
O 0.73 -2.82 3.54 0.001
O -0.01 -2.84 5.56 0.002
N 0.25 1.78 7.28 -0.001
O 0.43 1.05 8.24 0.002
O 0.10 2.99 7.34 0.001
H 0.00 3.03 4.93 0.000
H 0.37 -0.83 6.74 0.000
N 2.83 -2.91 1.72 0.003
N 3.19 -1.64 1.32 -0.001
N 4.16 -0.95 1.87 0.023
C 4.10 0.18 1.17 0.007
N 3.15 0.15 0.24 0.022
N 2.59 -1.04 0.34 0.054
H 3.35 -3.10 2.56 0.000
H 1.84 -2.86 1.98 -0.001
H 4.75 1.02 1.35 0.000
N -4.15 0.14 -2.66 0.000
C -3.27 0.96 -2.02 0.001
C -2.42 0.47 -1.01 -0.006
N -1.54 1.26 -0.42 0.100
C -1.50 2.55 -0.79 0.012
C -2.33 3.01 -1.78 0.000
N -3.21 2.23 -2.41 0.001
H -4.38 -0.75 -2.26 0.000
H -4.84 0.58 -3.25 0.001
H -2.44 -0.57 -0.71 0.011
H -0.80 3.19 -0.27 0.004
H -2.30 4.05 -2.09 0.000
```

(6)
The following is a quantum chemistry calculation of one molecule with the formula C4H8N4 in a non-equilibrium geometry, from OMol25.

For the energy relative to the best compared isomer or geometry (same formula, charge and spin), the calculation gives 136.57 kcal per mole.

Geometry as XYZ:
```
16
Properties=species:S:1:pos:R:3:mulliken_charge:R:1
C -0.11 0.25 -2.35 -1.277
N 0.04 -0.58 1.13 0.625
C -0.41 0.52 0.24 0.216
C 0.01 -0.03 -0.90 0.147
N 0.77 -0.32 2.29 -0.717
N -1.02 1.65 0.73 -0.465
C 0.56 -1.26 -0.13 0.197
N -0.35 -1.91 0.66 -1.030
H 0.61 -1.09 2.94 0.301
H 1.77 -0.26 2.09 0.235
H -1.45 1.52 1.64 0.246
H -1.61 2.13 0.07 0.235
H 1.62 -1.54 -0.22 0.366
H -0.64 1.18 -2.52 0.320
H -0.66 -0.56 -2.84 0.304
H 0.87 0.31 -2.82 0.297
```